Computed, not measured: a 13-piece molecular cluster, C42H62N2O40S7 overall, with ωB97M-V/def2-TZVPD.

Results
- charge = 0
- orbital gap (eV) = 8.9

Each line ends with the Mulliken charge.
Element x y z (Å)
1 S 6.49018 3.10593 -1.05970  1.121
2 S -3.65434 6.86937 -0.38778  1.174
3 S 1.78111 -3.71508 2.17555  0.619
4 S -2.44261 -5.36986 -1.14616  1.138
5 S 1.34306 4.68457 3.25586  0.780
6 S -1.51561 0.12720 1.60704  0.861
7 S 3.64762 1.81656 -6.21286  1.078
8 O 0.00177 5.41057 2.53726  -0.370
9 O 2.35890 4.34242 2.25380  -0.276
10 O -2.54344 -4.98543 0.45245  -0.487
11 O -3.08716 5.32912 -0.20469  -0.163
12 O -3.70629 -4.82195 -1.73770  -0.587
13 O -2.04533 -6.73896 -1.43734  -0.589
14 O 2.21441 1.61707 -5.35198  -0.288
15 O 3.98311 3.23806 -6.28970  -0.557
16 O -1.85240 -3.95853 -5.00733  -0.630
17 O 0.47328 3.32069 3.68438  -0.151
18 O -1.20745 -4.25675 -1.32505  -0.156
19 O 3.19975 -3.91555 2.50820  -0.636
20 O -3.99427 4.04497 2.44060  -0.625
21 O -0.68154 -0.58901 2.54430  -0.335
22 O 1.32961 -2.31788 2.01627  0.006
23 O 3.55310 1.02971 -7.46600  -0.573
24 O 4.17154 1.89104 3.54409  -0.436
25 O -3.02398 6.83976 -1.94172  -0.479
26 O 3.68248 -1.43845 -1.26195  -0.634
27 O 4.52008 1.00926 -5.15275  -0.373
28 O -2.01303 3.14867 -4.24755  -0.191
29 O -2.93883 -0.13581 1.80641  -0.643
30 O 1.76921 5.32631 4.46388  -0.584
31 O 6.27792 1.49338 -0.64945  -0.382
32 O 1.35725 -4.70749 0.84921  -0.188
33 O -1.91959 -2.46894 6.39822  -0.387
34 O -2.90994 7.72345 0.53850  -0.577
35 O -4.44393 2.85159 0.62529  -0.050
36 O 1.66962 -1.95277 -1.80072  -0.033
37 O 2.36303 1.11643 2.42460  0.285
38 O -1.00597 -0.29018 0.09726  -0.260
39 O 6.59662 3.28839 -2.47991  -0.492
40 O 7.45833 3.64932 -0.13136  -0.574
41 O -0.48620 2.04585 -3.08026  -0.305
42 O 4.93109 3.42615 -0.54053  -0.337
43 O -0.57369 -2.64758 -3.76243  -0.357
44 O -5.08967 7.08751 -0.48881  -0.572
45 O -2.61333 -4.43809 7.18103  -0.611
46 O -1.22653 1.71463 1.38873  0.334
47 O 0.88609 -4.74418 3.17831  -0.144
48 N -1.67428 -3.00574 -4.21375  0.991
49 N 2.82877 -2.25559 -1.65783  0.882
50 C -1.90820 -3.77704 0.79155  0.401
51 C 0.15951 0.47487 -0.17113  0.168
52 C 3.83228 -6.41516 -1.93048  -0.467
53 C -5.17853 1.73243 0.22091  0.389
54 C -0.89737 3.56299 3.77499  -0.194
55 C -5.96254 1.29315 1.49172  -0.496
56 C -0.74101 -1.86129 5.76832  0.421
57 C 0.97563 -6.05422 1.21936  -0.212
58 C -1.19107 4.73028 2.80257  0.248
59 C -4.11575 -2.32946 -4.59312  -0.535
60 C -1.32747 -3.17250 -0.48026  0.878
61 C 2.94475 1.31049 3.48237  -0.296
62 C -2.75210 -1.04392 -3.11508  0.703
63 C 3.99773 1.18728 -3.79482  -0.115
64 C 0.29886 -2.98438 5.92136  -0.191
65 C 2.35578 -4.58482 -2.42838  -0.222
66 C 3.20360 -3.70485 -1.76552  -0.016
67 C -1.83763 6.06294 -2.13304  0.069
68 C -4.76587 3.24542 1.87210  0.415
69 C 0.83610 -6.05613 2.70820  -0.642
70 C 5.30908 1.27941 0.29610  0.530
71 C 2.65841 -5.96184 -2.45345  -0.650
72 C -2.78642 3.01931 -5.39480  -0.547
73 C -3.75155 -0.13554 -2.89064  -0.562
74 C 2.45938 0.68555 4.82606  0.427
75 C -4.91868 -0.28849 -3.65227  -0.889
76 C -2.87622 -2.11981 -3.96104  -0.833
77 C -1.85733 4.99388 -1.00595  0.486
78 C 4.58650 2.61458 0.49970  0.625
79 C 4.71559 1.70700 4.90360  -0.461
80 C -0.21125 1.82903 0.38097  1.162
81 C -1.09533 2.18662 -4.12851  0.048
82 C -0.46454 -4.29360 6.04361  -0.154
83 C 4.74500 -5.51238 -1.36377  -0.558
84 C -1.81744 -3.76459 6.57906  0.347
85 C 4.41678 -4.17122 -1.21118  -0.474
86 C -6.06469 2.52307 2.30673  -0.665
87 C 3.77793 0.63916 5.49944  -0.865
88 C -2.21866 1.67601 -6.01755  -0.599
89 C -0.92470 1.36070 -5.35139  0.171
90 C 2.43469 1.02516 -4.04360  0.189
91 C -5.13157 -1.37802 -4.44722  -0.787
92 H 5.75657 0.79750 1.16537  0.258
93 H -6.06484 2.24272 3.36006  0.301
94 H -4.22842 -3.17491 -5.25562  0.554
95 H 0.85967 -2.66321 6.79911  0.378
96 H 0.00259 -5.05556 6.66755  0.404
97 H -5.81649 1.91321 -0.64420  0.281
98 H -2.64641 -3.10839 1.23433  0.363
99 H -1.17149 -3.87048 1.58943  -0.348
100 H 0.42416 0.39499 -1.22549  0.050
101 H -0.29464 -2.89428 -0.27061  -0.372
102 H -0.83357 0.28779 -5.18207  -0.129
103 H -3.63363 0.69529 -2.21078  0.963
104 H -2.04920 1.86609 -7.07739  0.407
105 H -0.37649 -1.03781 6.38242  0.221
106 H -3.81999 3.01765 -5.04862  0.279
107 H -1.43059 2.64571 3.52523  -0.129
108 H -6.05246 -1.36138 -5.01121  0.426
109 H -1.95427 5.55645 -3.09114  -0.005
110 H -0.86349 -1.45708 4.76348  -0.219
111 H -1.87730 -2.33629 -0.91214  -0.471
112 H 3.52183 2.44482 0.33924  -0.467
113 H -0.96152 6.70452 -2.22753  0.327
114 H 1.77041 1.39573 5.28330  0.156
115 H -1.97445 3.96782 -1.35463  -0.416
116 H -0.69242 2.46548 -0.36166  -0.709
117 H 0.94527 -3.16403 5.06230  -0.023
118 H 1.80432 1.51807 -3.30348  -0.029
119 H 4.18881 -0.37014 5.52371  0.336
120 H 5.59504 -5.87888 -0.80743  0.370
121 H 1.75077 -6.75750 0.91496  0.319
122 H -1.79347 -0.75236 -2.71205  0.564
123 H 4.08185 -7.46116 -2.03047  0.430
124 H -6.96545 0.93082 1.26588  0.446
125 H -0.08100 -6.57962 2.97837  0.377
126 H -5.43563 0.60280 2.15041  0.100
127 H 0.65521 2.33518 0.80661  -0.239
128 H 4.76870 2.65999 5.42999  0.314
129 H 2.07697 -0.00101 -4.12796  0.037
130 H -5.68344 0.47385 -3.67173  0.426
131 H 4.24811 2.15413 -3.35824  0.255
132 H 1.45331 -4.39035 -2.98885  0.404
133 H 4.73596 3.06661 1.48022  0.088
134 H -1.22125 3.79780 4.78892  0.460
135 H 2.04882 -6.66148 -3.00600  0.462
136 H -0.00676 1.58573 -5.89438  0.420
137 H 0.11879 -6.45299 0.67631  0.193
138 H 3.71902 0.80018 6.57587  0.411
139 H 0.92466 -0.05098 0.39994  -0.173
140 H -2.89477 0.82136 -5.99424  0.104
141 H 5.20247 -3.53555 -0.83038  0.468
142 H -4.50499 0.91731 -0.04368  -0.312
143 H -6.90987 3.15712 2.03887  0.315
144 H -1.91094 5.31470 3.37557  0.429
145 H -2.54908 3.91025 -5.97616  0.337
146 H 1.96303 -0.26723 4.64182  -0.270
147 H 4.61263 0.57099 -0.15245  -0.256
148 H -1.05864 5.17157 -0.28579  0.155
149 H 5.72428 1.30575 4.80540  0.328
150 H -1.59391 4.35719 1.86097  -0.275
151 H 4.34690 0.41185 -3.11299  0.237
152 H -0.74604 -4.71835 5.08005  -0.138
153 H 1.64696 -6.58203 3.21222  0.345

Atoms 1-6, force components in eV/Å:
-1.09 -1.25 2.10
2.19 -0.17 -0.66
1.24 -1.53 -0.60
-2.29 2.73 -0.26
-0.65 -1.37 -1.09
-1.13 -1.65 0.01

***

Computed, not measured: C16H25BF3O6ReSSe2 as an isolated structure, with ωB97M-V/def2-TZVPD.

Results
- charge = +1
- 2S+1 = 2
- orbital gap (spin up / spin down) (eV) = 5.2 / 5.7

Each line ends with the Mulliken charge.
Element x y z (Å)
1 Re 0.38423 -2.12826 -1.63949  1.285
2 Se -2.70309 -2.00138 0.16655  0.324
3 Se -1.03959 -0.55069 -2.88402  0.149
4 S 2.37855 -2.62489 -2.88460  0.980
5 F 1.15016 -3.13350 -5.14415  -0.221
6 F 0.04702 -3.86265 -3.44563  -0.205
7 F 1.79300 -4.94325 -4.13112  -0.208
8 O 3.65449 -2.70679 -3.47273  -0.593
9 O -0.81742 0.14360 0.12148  -0.381
10 O 1.40494 -0.08720 0.44836  -0.283
11 O -0.42886 -3.64611 -0.63412  -0.273
12 O 1.65982 -1.35735 -3.01242  -0.585
13 O 2.17818 -3.16243 -1.55538  -0.611
14 C -1.63717 -1.50505 -4.48775  -1.152
15 C -1.07708 2.27559 1.39553  -1.985
16 C 3.21636 3.85735 3.38705  -2.073
17 C -3.21193 -3.87757 0.08284  -1.045
18 C 1.30056 -3.73033 -3.95760  0.763
19 C -0.38761 1.19628 0.87734  1.046
20 C 1.73182 4.15354 3.16387  1.945
21 C -0.34514 3.19897 2.11805  -0.526
22 C 1.71612 1.98294 1.80960  -1.008
23 C 1.05469 4.24602 4.54332  -1.596
24 C -3.51133 -1.48931 -1.55649  -0.879
25 C 0.30847 -4.40378 0.27532  -0.800
26 C 1.60198 5.49179 2.41619  -1.583
27 C 1.03449 3.07793 2.34427  0.511
28 C -2.87007 -0.26511 -2.16277  -0.652
29 C 0.99175 1.05971 1.07995  0.484
30 B 0.30978 -0.65248 -0.13414  0.326
31 H 2.77590 1.85510 1.94440  0.623
32 H 3.35187 2.91781 3.91738  0.426
33 H 1.07768 3.27780 5.03955  0.384
34 H -2.35834 -0.88691 -5.02158  0.458
35 H 3.75699 3.82132 2.44499  0.400
36 H -3.46862 0.09813 -2.99901  0.628
37 H -0.78181 -1.66367 -5.13768  0.324
38 H -2.13759 2.39326 1.25514  0.455
39 H -4.28499 -3.98421 -0.05051  0.370
40 H 0.40572 -3.84834 1.21483  0.334
41 H -4.57127 -1.29090 -1.37757  0.526
42 H -2.77054 0.52735 -1.42207  0.272
43 H -2.08052 -2.45851 -4.21859  0.375
44 H 1.31505 -4.61744 -0.10006  0.305
45 H 2.08823 6.28529 2.97884  0.442
46 H 3.65583 4.64713 3.99125  0.428
47 H 1.58235 4.96129 5.16994  0.454
48 H 0.02017 4.56790 4.46787  0.325
49 H -3.41953 -2.35714 -2.20474  0.330
50 H -2.91939 -4.34831 1.01573  0.352
51 H -0.22179 -5.34438 0.45516  0.270
52 H -0.87999 4.03783 2.53323  0.388
53 H 0.56041 5.76445 2.26949  0.338
54 H 2.07755 5.41826 1.44035  0.386
55 H -2.66052 -4.32874 -0.73368  0.254

Atoms 1-6, force components in eV/Å:
-7.56 -1.43 4.32
-0.54 0.15 -0.33
-1.36 0.66 -0.34
4.25 -3.22 -4.62
0.33 -0.11 0.33
0.37 -0.05 0.17

***

Computed, not measured: an isolated ion of composition CH3BrO3P and charge -1, with ωB97M-V/def2-TZVPD.

Results
- charge = -1
- orbital gap (eV) = 7.9

Each line ends with the Mulliken charge.
Element x y z (Å)
1 Br 0.22996 -2.09921 0.77912  0.151
2 P 0.97634 0.09020 0.00547  0.869
3 O -0.87865 -2.55775 -0.30834  -0.681
4 O 1.71583 0.56857 1.18528  -0.676
5 O 1.62267 -0.01809 -1.32232  -0.668
6 C -0.67152 0.84206 -0.06183  -0.874
7 H -1.29884 0.59214 -0.92503  0.319
8 H -0.48599 1.98439 -0.18353  0.268
9 H -1.20981 0.59769 0.83118  0.291

Atoms 1-6, force components in eV/Å:
3.05 1.56 2.56
0.43 0.37 -0.64
-3.10 -1.42 -2.85
0.05 0.02 0.76
-0.52 -0.35 0.08
0.15 1.86 -1.22

***

Computed, not measured: a 14-piece molecular cluster, C30H88O14 overall, with ωB97M-V/def2-TZVPD.

Results
- charge = 0
- orbital gap (eV) = 9.3

Each line ends with the Mulliken charge.
Element x y z (Å)
1 O 3.15031 3.34071 -2.45015  -0.683
2 O -2.63211 5.56881 -0.89948  -0.599
3 O 4.40967 1.54810 -0.73949  -0.486
4 O 5.02521 -4.33540 -1.26129  -0.581
5 O -2.97304 -0.37561 -4.24954  -0.649
6 O -1.01805 -0.86417 0.93473  1.570
7 O -3.94008 -3.43527 2.23118  -0.652
8 O -2.90915 0.82384 2.08695  -0.056
9 O -0.11389 3.55195 4.13709  -0.656
10 O 0.63212 -2.36147 2.91561  -0.526
11 O -1.13004 -4.62121 2.41919  -0.597
12 O -4.70134 0.82989 -0.23373  -0.302
13 O -3.14843 -3.20360 -3.66063  -0.652
14 O 1.55863 1.32314 -3.87410  -0.517
15 C -0.74002 -5.32013 1.24488  0.338
16 C 2.31189 3.33269 4.33916  -1.487
17 C 4.68319 0.83208 1.55148  -1.100
18 C -1.30151 4.00039 -2.02832  -1.280
19 C -2.31968 -3.35070 -2.51412  -0.132
20 C 1.18482 4.46479 2.37006  -1.092
21 C -0.29985 -4.34922 0.12309  -0.163
22 C 3.74321 -2.33410 -0.75254  -0.570
23 C 1.12051 0.39930 0.38740  0.708
24 C -1.87529 -6.10494 0.74371  -1.627
25 C -2.90688 1.34087 3.39992  -0.675
26 C -0.73609 0.15613 -1.21458  -0.297
27 C -5.92439 0.99807 0.44947  -0.733
28 C 5.09188 3.20874 0.92430  -1.434
29 C -1.83839 -0.13491 -5.20084  1.294
30 C 2.30142 0.19532 -3.48042  -0.634
31 C 3.74487 -3.81128 -1.00436  0.529
32 C 4.30185 1.96239 0.65096  1.704
33 C -0.05307 -0.52466 -0.11614  1.160
34 C -1.65340 1.33570 -5.41113  -1.276
35 C -4.20896 -2.76999 0.99285  -0.168
36 C 1.14931 3.34193 3.41431  2.105
37 C 0.32116 -1.76252 4.17749  0.160
38 C 2.39122 4.21887 -1.63874  -0.417
39 C -1.62825 4.56958 -0.67901  0.725
40 C 0.51916 -0.27100 4.15158  -0.436
41 C -2.24045 -0.89688 -6.47234  -1.464
42 C 2.89044 -4.13229 -2.22990  -1.121
43 C -2.18494 3.40318 0.22357  -1.206
44 C -1.17051 -2.00230 4.41964  -1.292
45 H -2.19285 -6.67100 1.63713  0.380
46 H -5.17750 -2.31445 1.15631  0.273
47 H 2.00315 4.24278 1.66877  0.070
48 H -0.42008 -3.97520 2.62018  0.258
49 H 0.26420 4.50010 1.78809  -0.017
50 H -6.60196 1.65352 -0.09697  0.305
51 H -3.00833 5.77821 -0.03851  0.364
52 H -0.11860 -4.85645 -0.83273  0.569
53 H 4.03063 -0.01879 1.34420  -0.048
54 H -1.31393 -2.99148 -2.69165  0.193
55 H 0.08510 -5.98221 1.52402  0.398
56 H -6.58442 0.12902 0.55055  0.281
57 H -2.70622 -5.47910 0.41652  0.283
58 H 4.29042 -2.16210 0.19562  0.401
59 H 3.59870 2.72186 -1.84970  0.468
60 H 3.05253 4.97451 -1.19845  0.335
61 H -4.06375 0.56918 0.45527  0.142
62 H 2.68090 -2.05691 -0.70131  -0.271
63 H -2.82689 0.27132 -3.54822  0.168
64 H 5.60008 -4.05220 -0.53924  0.335
65 H 0.69429 1.32413 0.77840  -0.578
66 H -1.57480 -6.86261 0.05005  0.501
67 H -1.19181 1.08818 -0.88632  -0.477
68 H -2.63935 1.76520 -5.64962  0.402
69 H 1.23215 5.41180 2.90025  0.528
70 H 1.59722 0.01676 1.27902  -0.122
71 H 3.20509 -3.51442 -3.08014  0.315
72 H 5.01590 3.89887 0.08980  0.299
73 H 4.74799 3.63412 1.87634  0.239
74 H 4.20239 -1.82469 -1.60135  0.290
75 H -3.06087 -0.38239 -6.97215  0.336
76 H 3.06654 -5.19031 -2.48874  0.385
77 H 3.23316 2.18085 0.80835  -0.782
78 H -3.09926 2.94485 -0.15819  0.699
79 H 0.63268 -3.87284 0.44785  -0.123
80 H -1.56085 -0.47943 -1.52791  0.005
81 H 1.52497 -2.07397 2.65996  0.161
82 H 0.36308 0.10983 5.16612  0.599
83 H -1.10585 -3.62372 0.06282  -0.254
84 H 1.94637 3.66323 -0.82307  -0.065
85 H 1.10731 2.39184 2.88230  -0.820
86 H 1.84079 0.60135 -0.41974  0.039
87 H -0.89150 4.79367 -2.65674  0.561
88 H 2.23639 2.50145 5.03342  0.373
89 H -0.49400 -1.42213 1.55172  -0.884
90 H 1.54938 0.00275 3.86117  0.199
91 H -0.76201 5.03974 -0.22178  0.036
92 H -0.93668 -0.57320 -4.76202  -0.177
93 H -0.17333 0.20602 3.46740  -0.350
94 H 1.96005 2.16876 -3.66153  0.350
95 H -0.98992 1.53702 -6.25066  0.377
96 H -4.16082 -3.50881 0.21285  0.336
97 H -1.29108 1.88008 -4.54224  0.133
98 H 3.36533 -4.25502 -0.06817  0.210
99 H 6.14017 2.91905 1.09978  0.451
100 H -5.79960 1.45623 1.43507  0.218
101 H -1.41227 -0.88111 -7.16904  0.405
102 H -2.84524 0.56719 4.17202  0.213
103 H 2.29332 4.20300 4.96592  0.450
104 H 0.35150 -1.45509 -0.51663  -0.543
105 H -2.22032 3.64203 -2.50090  0.482
106 H -2.47981 -1.92736 -6.16773  0.377
107 H -0.53194 3.19990 -1.96426  -0.074
108 H -1.42473 2.65524 0.44795  -0.259
109 H 5.35667 1.30915 -0.82232  0.316
110 H -2.07720 0.34466 1.91210  -0.035
111 H 1.83341 -4.00340 -2.01168  0.090
112 H -3.11788 -3.96542 2.12307  0.253
113 H -0.04760 0.43605 -2.02375  -0.110
114 H -0.13151 2.85675 4.80696  0.351
115 H -2.41386 3.81810 1.21194  0.614
116 H -2.14327 2.10178 3.62549  0.098
117 H -3.11484 -2.24837 -3.88110  0.345
118 H 3.22693 3.44139 3.76305  0.167
119 H -3.85495 1.83170 3.57507  0.402
120 H 0.95906 -2.25237 4.93385  0.461
121 H -2.77108 -2.86943 -1.64261  -0.020
122 H 3.06177 0.02041 -4.25263  0.560
123 H -2.21043 -4.39956 -2.23418  0.260
124 H 4.65634 1.14458 2.60057  0.384
125 H 2.80695 0.31553 -2.52758  -0.057
126 H 1.71874 -0.70454 -3.57544  0.238
127 H -1.56813 -1.54662 5.31885  0.459
128 H -1.29755 -3.07762 4.51184  0.377
129 H -1.77253 -1.76344 3.53040  0.116
130 H 5.70842 0.50805 1.35175  0.429
131 H -3.51145 -1.97907 0.70190  -0.147
132 H 1.56969 4.66015 -2.19277  0.363

Atoms 1-6, force components in eV/Å:
-0.23 -0.04 -0.31
0.21 -0.19 0.27
0.91 -0.08 0.85
0.67 0.08 0.14
1.41 0.47 -0.72
1.59 0.06 -0.32

***

Computed values of max |F| (unit: hartree/bohr) for the preceding records, in sequence: 0.0837 0.1715 0.0864 0.0482.
Computed values of calculated total energy (unit: a.u.) for the preceding records, in sequence: -7543.55064 -6679.61509 -3181.03728 -2249.04590.